Below is C5H5NO2 in the gas phase in a non-equilibrium geometry, with properties calculated with ωB97M-V/def2-TZVPD.

```
! wB97M-V def2-TZVPD RIJCOSX def2/J DEFGRID3
* xyz 0 1
C 1.78 -1.18 -0.02
C 0.80 0.02 -0.27
C 0.79 1.40 -0.23
N -0.57 1.68 0.01
C -1.20 0.48 0.00
C -2.75 0.15 -0.03
O -3.27 -0.92 -0.19
O -0.44 -0.48 -0.09
H 2.32 -2.01 -0.67
H 2.94 -0.90 0.30
H 1.33 -1.65 0.98
H 1.56 2.27 -0.10
H -3.29 1.16 0.30
*
```

HOMO energy   -0.3464 Ha
SMILES   Cc1cnc(C=O)o1



Below is C5H5NO2 in the gas phase in a non-equilibrium geometry, with properties calculated with ωB97M-V/def2-TZVPD.

```
! wB97M-V def2-TZVPD RIJCOSX def2/J DEFGRID3
* xyz 0 1
C 2.16 0.60 0.44
C 1.39 -0.53 -0.21
O 1.84 -1.32 -0.94
C -0.18 -0.46 -0.17
N -0.94 -1.34 0.41
C -2.20 -0.77 0.15
C -2.09 0.37 -0.47
O -0.78 0.62 -0.72
H 1.63 0.82 1.62
H 3.14 0.34 0.40
H 2.02 1.53 -0.08
H -3.33 -1.22 0.46
H -2.65 1.37 -0.89
*
```

HOMO energy   -0.3586 Ha
SMILES   CC(=O)c1ncco1



Below is C5H5NO2 in the gas phase in a non-equilibrium geometry, with properties calculated with ωB97M-V/def2-TZVPD.

```
! wB97M-V def2-TZVPD RIJCOSX def2/J DEFGRID3
* xyz 0 1
C -0.99 -1.74 1.06
C -0.40 -0.65 0.20
N -0.78 -0.18 -0.92
C -0.24 0.95 -1.59
O -0.67 1.30 -2.64
C 0.91 1.55 -0.85
C 1.29 0.96 0.28
O 0.66 -0.05 0.90
H -1.33 -2.58 0.48
H -1.85 -1.25 1.52
H -0.23 -2.03 1.80
H 1.44 2.40 -1.13
H 2.19 1.33 0.89
*
```

HOMO energy   -0.3624 Ha
SMILES   Cc1nc(=O)cco1



Below is C5H5NO2S in the gas phase in a non-equilibrium geometry, with properties calculated with ωB97M-V/def2-TZVPD.

```
! wB97M-V def2-TZVPD RIJCOSX def2/J DEFGRID3
* xyz 0 3
C -1.77 1.24 0.04
C -2.99 -0.89 -0.18
C -0.99 0.08 -0.01
C 1.22 -1.11 0.17
C 0.42 0.11 0.13
N -1.72 -1.11 -0.01
O 2.17 1.65 -0.14
O 0.78 1.39 0.17
S -3.44 0.83 0.02
H -1.35 2.22 0.41
H -3.79 -1.70 -0.37
H 2.23 -1.09 0.58
H 0.59 -1.97 0.35
H 2.13 2.39 -0.80
*
```

HOMO energy (alpha / beta)   -0.2103 / -0.3358 Ha



Below is 2 unconnected molecules or ions with the total composition C5H5NO3 in a non-equilibrium geometry, with properties calculated with ωB97M-V/def2-TZVPD.

```
! wB97M-V def2-TZVPD RIJCOSX def2/J DEFGRID3
* xyz 0 1
C -1.87 1.63 0.78
C -1.78 0.43 0.64
C -1.82 -1.02 0.16
O -1.28 -1.90 0.78
O -3.07 -1.30 -0.34
H -1.61 2.65 0.82
H -3.59 -0.51 -0.52
C 2.68 -0.70 -0.41
N 1.46 0.03 -0.53
C 1.05 1.12 -0.19
O 0.78 2.24 0.00
H 3.39 -0.26 0.30
H 2.45 -1.72 -0.11
H 3.22 -0.70 -1.37
*
```

HOMO energy   -0.3810 Ha
SMILES   C#CC(=O)O.CN=C=O



Below is 2 unconnected molecules or ions with the total composition C5H5NOS in a non-equilibrium geometry, with properties calculated with ωB97M-V/def2-TZVPD.

```
! wB97M-V def2-TZVPD RIJCOSX def2/J DEFGRID3
* xyz 0 1
C -1.34 0.61 -0.55
C -1.55 0.74 -1.91
C 0.63 0.19 -1.55
C -0.01 0.23 -0.32
C 0.79 -0.07 1.85
N 1.16 -1.31 2.11
O -0.25 0.49 -2.56
S 0.90 1.31 2.72
H -2.09 0.42 0.24
H -2.39 0.91 -2.56
H 1.69 0.05 -1.77
H 1.19 -1.97 1.25
H 1.28 -1.60 3.03
*
```

HOMO energy   -0.3041 Ha



Number 1: molar mass 111.100 g mol⁻¹, calculated total energy -10847.5502 eV. Number 2: molar mass 111.100 g mol⁻¹, calculated total energy -10848.3217 eV. Number 3: molar mass 111.100 g mol⁻¹, calculated total energy -10850.3214 eV. Number 4: molar mass 143.167 g mol⁻¹, calculated total energy -21679.2037 eV. Number 5: molar mass 127.099 g mol⁻¹, calculated total energy -12895.3894 eV. Number 6: molar mass 127.168 g mol⁻¹, calculated total energy -19634.3039 eV.